# 1
15
Properties=species:S:1:pos:R:3:forces:R:3 method="wB97M-V/def2-TZVPD" gap_ev=9.627 smiles=C1CS[C@@H]2C[C@H]2O1 multiplicity=1 e_above_lowest_ev=2.435 homo_ev=-8.67 total_charge=0
S 1.6696 0.5231 -0.8384 -0.1 -0.1 0.1
O -1.2656 -0.6004 0.4057 -0.3 0.0 -0.1
C -0.9097 -0.7310 -0.9925 -0.2 -0.7 0.1
C 0.1363 1.1964 1.7991 0.3 -0.1 0.0
C -0.1548 -0.0486 1.0236 0.8 -0.1 0.2
C 0.4309 1.1115 0.2962 0.6 -0.5 0.8
C 0.5808 -0.9167 -1.2925 0.7 -0.6 -0.1
H 0.5846 -0.8200 1.2886 -0.2 0.3 -0.2
H -0.3125 1.6730 -0.2039 -0.7 0.5 -0.5
H -1.3001 0.1101 -1.5476 -0.1 0.4 -0.1
H 0.9226 1.1181 2.5491 -0.2 -0.1 -0.2
H 0.9792 -1.8342 -0.8083 -0.3 0.6 -0.2
H 0.6998 -1.0738 -2.3722 -0.1 0.1 0.2
H -1.4356 -1.6263 -1.3430 0.1 0.1 0.0
H -0.6254 1.9187 2.0359 -0.2 0.1 0.0



# 2
9
Properties=species:S:1:pos:R:3:forces:R:3 method="wB97M-V/def2-TZVPD" gap_ev=8.965 multiplicity=1 e_above_lowest_ev=5.844 homo_ev=-9.67 total_charge=0
F 1.3500 -1.7810 -0.2801 -0.8 0.4 -0.4
O 1.8718 1.5652 0.2662 -0.3 2.9 -0.3
N 2.0153 -0.6118 -0.0011 2.1 -4.7 0.0
N -1.3261 0.0436 -0.0974 -0.3 -1.7 0.9
N -0.3742 0.6746 -0.5691 1.6 2.1 -0.9
C -1.9777 -0.8434 0.2787 -0.6 1.3 0.2
C 1.5524 0.5010 -0.0766 -0.9 1.2 0.8
H -2.8468 -1.2213 0.7649 0.1 -0.5 -0.2
H -0.2648 1.6731 -0.2855 -0.9 -1.0 -0.2



# 3
34
Properties=species:S:1:pos:R:3:forces:R:3 method="wB97M-V/def2-TZVPD" gap_ev=6.335 multiplicity=1 e_above_lowest_ev=0.426 homo_ev=-8.42 total_charge=0
Cl 2.7806 1.1155 2.7407 -0.3 -0.4 -0.5
Cl 2.3021 0.9662 -0.2871 -0.5 -0.3 0.6
Cl 3.0639 -1.5937 1.2152 -0.6 0.6 0.2
O 0.6927 -0.3036 1.6258 -2.2 1.5 -0.2
C -3.3606 -1.3731 1.3255 0.5 0.3 0.1
C -1.6075 0.3020 1.5799 -0.7 -0.7 -0.5
C -2.5297 0.6177 5.4251 -0.4 -0.1 0.2
C -2.5959 1.3170 1.4766 0.7 -0.3 0.2
C 0.1921 3.1556 4.7634 -0.5 0.1 -0.1
C -1.0094 2.5980 4.9472 0.5 1.0 0.0
C -0.1482 0.2948 4.8875 -1.0 0.6 0.2
C -2.0040 -1.0574 1.4250 -0.3 0.6 0.1
C -1.1783 1.1777 5.0660 1.2 -2.7 0.0
C 0.3952 4.6143 4.5940 0.0 0.8 -0.1
C -4.3304 -0.3603 1.3212 0.5 -0.4 0.1
C -3.9337 0.9705 1.3652 -0.2 0.4 0.1
C -0.2099 0.6196 1.6913 1.2 -1.4 -0.2
B 2.1322 0.0125 1.3238 1.6 0.4 0.1
H -1.2251 -1.8162 1.3618 -0.3 0.1 0.2
H -0.2911 -0.7744 5.0821 0.0 0.4 -0.2
H 1.4527 4.8626 4.4618 -0.2 0.0 0.0
H 1.0714 2.5318 4.7083 0.1 -0.1 0.0
H -3.2762 1.4149 5.5096 0.0 -0.2 -0.1
H -1.8894 3.2339 5.0848 0.2 -0.1 -0.2
H -3.6539 -2.4104 1.2689 -0.1 0.0 -0.1
H -2.2946 2.3681 1.4619 -0.1 -0.3 0.2
H 0.0968 1.6617 1.7844 0.2 0.0 0.0
H -5.3866 -0.6308 1.2831 0.3 0.2 -0.1
H -2.5012 0.0911 6.3951 0.0 0.2 -0.4
H 0.0136 5.1698 5.4634 0.1 -0.1 -0.2
H -2.8657 -0.1116 4.6675 0.0 0.3 0.3
H -4.6850 1.7604 1.3379 0.2 -0.2 -0.1
H 0.8538 0.6104 4.6046 -0.2 -0.2 0.1
H -0.1525 4.9822 3.7124 0.2 0.0 0.2



# 4
123
Properties=species:S:1:pos:R:3:forces:R:3 method="wB97M-V/def2-TZVPD" gap_ev=7.530 multiplicity=1 homo_ev=-8.61 total_charge=0
Hg 3.0558 -2.7262 -1.7998 -0.2 0.4 0.5
O 2.4040 -1.8334 0.0978 0.7 -0.5 -0.3
O -6.4370 -3.2208 -3.9196 -0.3 0.5 -0.5
O 4.6737 -4.0071 -0.8392 -0.4 0.2 -0.7
O -0.2208 8.1500 -0.8980 0.6 -0.8 0.6
O 3.7154 3.0240 -2.3095 -0.4 -0.5 0.1
O -3.4628 0.4943 -4.4974 -0.8 -1.6 -1.6
O -3.7016 0.5816 3.6600 0.4 0.1 -1.1
O 1.6402 -1.3739 -2.6760 1.2 -0.2 -0.6
O 6.3695 -0.2837 0.9800 -2.3 1.4 1.1
O -6.6149 -4.6847 -2.3757 -0.5 -0.6 0.5
O 1.4847 6.8796 -0.4387 0.3 0.2 0.0
O 0.2039 -5.7395 1.4716 -0.2 0.6 0.3
O 4.0934 -0.0759 5.2546 2.4 0.5 1.6
O -2.1924 1.0238 2.1467 -1.0 -0.5 0.5
N -5.9994 -3.8512 -2.9882 0.2 0.0 -0.3
N 4.4777 -4.6107 1.3511 0.6 0.3 0.2
N 4.9926 1.5985 0.9623 0.8 -1.1 -0.1
N 0.3025 7.1248 -0.4514 -0.7 0.9 -0.8
N -0.9841 -4.2323 2.7833 1.2 0.0 0.1
N 1.8899 -0.2289 4.9240 -1.3 -0.3 -0.7
N -3.3397 0.7224 2.4960 0.5 0.3 0.3
N -3.1256 2.5454 -3.6569 0.6 0.7 0.2
N 3.3346 2.1523 -4.3656 -1.0 -0.2 0.1
C -2.3582 3.4090 -2.7744 -0.2 -0.4 -0.2
C -1.0093 3.7722 0.4292 -0.2 0.0 0.9
C -4.8366 0.2541 -0.8886 -0.7 -0.8 0.4
C 0.8498 -0.5089 3.9402 -0.4 0.5 1.0
C -2.1844 4.1111 1.1089 0.1 0.4 -0.4
C -1.4759 -3.9789 4.1238 0.2 0.7 -0.1
C 3.6971 2.1361 1.2220 -0.8 -0.5 1.6
C -3.9044 0.3255 0.1480 0.4 -0.1 -1.4
C -1.0453 -3.1430 1.8186 -0.9 -0.8 -0.7
C -6.6377 0.3391 0.7170 0.1 1.8 0.8
C -2.5701 5.4556 1.1938 -0.4 -0.7 -0.6
C 5.3184 0.3141 1.3277 1.7 -0.3 -1.7
C -0.2874 -5.3791 2.5285 -0.2 -0.2 -0.3
C 3.2605 2.1335 -3.0194 0.9 0.5 -0.1
C -4.6144 -3.6057 -2.6001 -0.7 -0.1 -0.2
C -0.2310 4.7692 -0.1216 1.0 0.3 0.7
C 5.2010 -4.8154 2.5941 -0.2 -0.5 0.8
C -4.1667 3.1798 -4.4045 -1.0 -0.1 -0.4
C -4.3350 0.5531 1.4203 -1.3 0.0 1.0
C 5.1253 -4.1217 0.3109 0.1 0.4 0.4
C 1.5441 0.2029 6.2476 0.1 0.0 0.2
C 5.9685 2.5267 0.4148 0.1 0.2 1.2
C -4.1354 -4.2391 -1.4935 0.3 -0.8 1.6
C 1.7792 -0.6926 -0.2877 -0.9 1.9 0.9
C 1.0260 -0.7149 -1.6322 -2.2 -1.1 0.6
C -2.8608 -3.9599 -1.0391 0.3 1.0 -0.4
C -0.5971 6.0933 0.0437 -0.6 -0.3 -0.3
C -2.1010 -3.0120 -1.7331 0.4 -1.0 0.3
C -5.7073 0.6083 1.7353 0.8 -0.2 -0.7
C 4.0137 3.1931 -5.0722 1.0 0.0 -0.4
C -2.5327 -2.5721 -2.9670 0.0 0.7 -0.1
C -1.8012 6.4506 0.6164 0.2 0.2 0.9
C 2.6538 1.1503 -5.1604 0.7 -0.3 -0.3
C -6.2192 0.2784 -0.6027 1.2 -0.6 -0.2
C -2.8382 1.2432 -3.8159 0.2 0.9 2.0
C -3.8416 -2.7979 -3.3699 1.2 0.6 -0.9
C 3.1703 -0.4174 4.5979 -1.0 -0.4 -1.5
C 3.0333 -4.6263 1.3914 -0.4 0.4 -0.5
H 4.5123 -0.1754 1.9054 0.2 0.0 -0.2
H -1.1355 -2.7328 -1.3164 -0.1 -0.1 -0.4
H 4.7153 -5.6334 3.1360 0.0 0.0 -0.2
H 2.8569 1.1811 -2.6460 -0.3 0.1 0.2
H -1.8785 -2.0262 -3.6363 0.0 0.3 0.2
H 6.2548 3.2068 1.2356 -0.1 0.1 -0.3
H 1.8305 0.7040 -4.6190 -0.1 -0.1 0.1
H -7.6832 0.5001 0.9721 0.1 -0.4 -0.2
H 2.7095 -5.0537 2.3274 -0.1 -0.2 0.1
H -5.9846 0.9577 2.7184 -0.2 -0.4 0.1
H -0.5957 2.7709 0.5022 -0.3 -0.1 -0.3
H 4.9707 2.8063 -5.4562 -0.1 0.1 0.1
H 1.0064 -0.5847 6.7833 0.0 0.0 0.1
H 2.6658 -3.5967 1.2968 -0.1 -0.1 0.1
H -4.7423 3.8161 -3.7300 0.1 0.2 -0.1
H -4.1451 -2.3457 -4.3021 -0.4 -0.1 0.1
H 2.3735 0.2529 -0.2982 0.6 -0.6 -0.1
H 0.0445 -1.2355 -1.4553 0.5 0.1 0.2
H 4.2338 4.0217 -4.4101 -0.1 0.1 0.1
H -0.9045 -3.1957 4.6423 0.1 -0.2 -0.2
H 3.4633 3.5175 -5.9551 -0.3 0.1 0.2
H 0.3030 -1.4267 4.1849 0.3 -0.1 -0.3
H 1.0314 -0.4453 0.4986 -0.3 0.1 -0.4
H 5.5179 3.1158 -0.3761 0.1 -0.1 -0.3
H -4.5142 -0.0313 -1.8857 0.1 0.4 0.0
H -4.7623 -4.9050 -0.9179 -0.1 -0.1 -0.2
H 3.3604 0.3665 -5.4573 -0.2 -0.1 0.0
H -2.4954 -3.5868 4.0643 -0.1 -0.4 0.1
H -2.4060 -4.4056 -0.1691 -0.4 -0.2 0.2
H 0.9136 1.0919 6.2346 0.0 0.1 -0.1
H -3.5241 5.7413 1.6227 0.2 -0.2 0.3
H 6.2200 -5.1494 2.4242 0.1 0.3 -0.2
H 1.2808 -0.4977 2.9472 0.0 -0.3 -0.2
H -0.6726 -3.5063 0.8653 0.2 -0.2 0.0
H 3.2002 2.5356 0.3426 0.2 0.1 -0.2
H 2.4990 0.4131 6.7291 -0.3 0.1 0.3
H 6.8827 2.0101 0.1553 -0.1 -0.2 -0.5
H 0.7829 4.5672 -0.4546 -0.2 -0.1 -0.3
H -2.1191 -2.9719 1.6625 0.2 0.6 0.0
H 2.6312 -5.1763 0.5474 -0.1 -0.3 0.1
H -0.4929 -2.2262 2.0215 0.0 -0.1 0.6
H -3.8200 3.7494 -5.2712 0.2 0.1 0.2
H 5.1865 -3.9637 3.2817 0.0 0.2 -0.3
H -1.7834 2.8119 -2.0689 0.0 0.0 0.0
H 0.0853 0.2764 3.9912 0.2 0.1 -0.1
H -4.8599 2.4342 -4.7962 0.2 -0.1 0.1
H -2.8464 0.2027 -0.0613 -0.1 0.1 0.1
H 3.2899 -0.9052 3.6192 0.0 -0.1 -0.3
H -3.0677 4.0166 -2.2142 0.2 0.2 0.1
H -6.9117 0.1748 -1.4301 -0.1 0.0 0.2
H -1.6813 4.0467 -3.3412 0.1 0.2 0.0
H 3.0869 1.3250 1.6390 -0.1 0.0 -0.3
H 3.7048 2.8579 2.0522 0.2 0.3 -0.4
H 0.6532 0.2950 -1.8899 0.8 0.1 -0.2
H 6.1246 -3.7418 0.5601 0.2 -0.4 -0.3
H -1.3952 -4.8810 4.7214 -0.3 -0.1 0.0
H -2.0747 0.9083 -3.0899 0.3 0.0 -0.2
H -2.0685 7.4800 0.8186 0.1 0.0 -0.5
H 2.2955 1.6048 -6.0834 -0.2 0.1 0.1
H -2.7892 3.3361 1.5573 0.0 0.0 0.1
H -0.2431 -6.0394 3.4114 -0.1 0.1 0.1



# 5
20
Properties=species:S:1:pos:R:3:forces:R:3 method="wB97M-V/def2-TZVPD" gap_ev="8.255 / 8.255" multiplicity=1 e_above_lowest_ev=3.349 homo_ev="-17.03 / -17.03" total_charge=+2
S -2.5775 -1.5160 -0.8825 -0.3 -1.5 -0.1
F -3.0757 0.9878 0.7712 -1.7 -0.5 -0.5
F -1.7993 1.5366 -0.9643 -0.9 -0.1 0.4
F -1.1598 1.6765 1.0849 1.0 -1.3 -0.5
N -0.8507 -1.2051 1.1399 -0.8 1.7 -2.4
N 2.6899 0.6302 -0.9206 -1.0 -1.2 -0.5
N 1.2536 -0.1368 0.9542 2.0 0.0 0.9
C 0.3523 -0.9193 1.5593 0.7 -1.1 2.4
C -1.5003 -0.5036 -0.0261 3.5 -0.6 -0.5
C -1.8994 0.9109 0.2287 1.0 3.1 0.2
C 1.3360 0.1243 -0.4941 0.9 -0.1 1.7
C 0.3640 -0.0346 -1.2951 -3.7 -1.3 2.7
H 2.1064 0.0638 1.5877 -1.8 -0.6 -1.5
H 3.0694 1.0353 -0.0954 1.8 0.1 0.7
H -1.5031 -1.7270 1.7008 0.1 -0.5 0.4
H 2.5026 1.4256 -1.4909 -0.2 1.1 -0.9
H 3.2703 -0.0085 -1.5328 -0.3 0.4 1.4
H -3.4216 -0.7436 -1.6135 0.5 0.6 0.5
H 0.2114 -0.1331 -2.3115 -0.2 0.2 -1.9
H 0.6315 -1.4634 2.6003 -0.4 1.7 -2.5



# 6
9
Properties=species:S:1:pos:R:3:forces:R:3 method="wB97M-V/def2-TZVPD" gap_ev=9.245 multiplicity=1 e_above_lowest_ev=1.567 homo_ev=-8.78 total_charge=0
S -1.9230 1.2735 -0.0655 0.1 0.1 -0.1
O 1.4984 -0.9913 0.2501 1.0 -0.2 0.7
C -0.2144 0.8197 0.3251 0.1 1.6 4.3
B 0.3473 -0.5350 -0.2301 -0.7 0.7 -0.1
H 1.8835 -1.7661 -0.1617 -0.1 -0.1 -0.1
H -0.0490 1.1185 1.7012 -0.3 -1.4 -4.2
H 0.3888 1.6349 -0.0701 0.2 0.0 -0.2
H -2.3874 0.0552 -0.3240 -0.1 -0.3 0.0
H -0.2065 -1.0498 -1.1388 -0.2 -0.3 -0.2



# 7
116
Properties=species:S:1:pos:R:3:forces:R:3 method="wB97M-V/def2-TZVPD" gap_ev=7.018 multiplicity=1 e_above_lowest_ev=0.630 homo_ev=-4.84 total_charge=-1
In 0.3496 0.1865 -0.8885 -0.2 0.4 0.0
Ge -1.2000 -1.5565 -2.1240 0.0 0.1 0.0
Cl 2.8846 3.3550 -4.0142 0.1 0.0 0.0
Cl -1.8297 5.4296 -5.5222 -0.1 0.0 0.0
S -1.5810 1.2634 1.2636 0.1 -0.1 0.3
S -0.6970 -2.2533 1.6003 0.0 -0.1 -0.2
S 1.8698 0.9860 1.0321 -0.3 -0.1 -0.6
O 1.2522 1.8265 -2.0493 0.1 -0.5 0.3
N -2.8628 -1.6784 3.2166 0.3 0.2 0.1
N -0.9946 -0.6374 3.7624 -0.2 -0.3 -0.1
N -1.4063 1.9406 -1.7482 -0.1 -0.4 -0.4
N -0.4151 3.4984 2.3702 0.1 -0.3 0.2
N 0.1159 1.6098 3.3669 -0.1 0.3 0.1
N 3.8598 -1.7964 2.2965 -0.2 0.3 0.0
N 2.1609 -0.9298 -1.7144 0.3 0.0 -0.1
N 1.5607 -0.5453 3.2088 0.0 0.0 -0.5
C -2.6932 2.0100 -1.5248 -0.1 -0.2 -0.1
C 5.2886 -0.1243 1.1525 -0.1 -0.1 0.0
C 0.3777 -6.0538 -1.9850 0.0 0.0 0.0
C -3.5404 2.8497 -2.2655 0.0 0.1 -0.1
C 0.4551 3.7909 3.4051 0.2 0.1 0.0
C -2.4119 -0.3912 -4.5424 0.0 0.0 0.1
C -0.8667 -5.7369 -1.4589 0.0 -0.1 0.0
C -1.6204 3.5632 -3.5269 0.1 -0.2 0.2
C 2.9862 -1.3284 -2.4201 -0.2 0.0 0.3
C -0.9450 4.3295 -4.4961 0.3 0.1 -0.2
C 0.4167 4.2456 -4.6319 -0.3 0.0 0.0
C -0.3745 4.2621 0.0394 0.1 -0.1 0.2
C -1.2158 -0.7734 -3.9394 0.1 -0.1 0.2
C 6.2192 -1.5771 2.9406 -0.2 -0.1 0.0
C -3.0052 3.6184 -3.2631 0.0 0.0 0.0
C 1.9180 -0.4603 1.9335 0.4 -0.1 0.5
C 0.5855 2.5853 -2.8342 -0.1 0.3 -0.3
C -0.8503 2.6868 -2.7203 -0.1 0.2 -0.3
C -4.7608 -3.1671 3.6273 0.1 0.1 0.0
C -4.0273 -2.3346 2.5671 -0.1 -0.1 -0.2
C -0.5045 5.9135 1.8993 0.1 -0.1 0.1
C 1.1326 -5.0667 -2.6016 0.1 0.0 0.0
C 3.4966 -1.8887 3.6115 0.0 -0.1 0.0
C -3.1076 -0.9004 4.3391 -0.1 0.1 0.2
C -0.0179 0.2743 -5.7642 0.1 0.0 0.0
C 0.7723 2.6329 4.0068 0.1 0.0 0.1
C -1.2172 0.6568 -6.3468 -0.1 0.0 0.0
C -4.9370 -1.2255 2.0256 0.1 0.0 0.0
C -0.5840 -3.4304 -2.1265 0.1 0.3 0.0
C 5.2154 -1.5159 1.7898 0.3 -0.1 -0.1
C -0.6063 2.1368 2.3459 -0.2 0.1 0.2
C 2.2841 -1.4412 4.0070 0.1 -0.3 0.2
C -2.4164 0.3202 -5.7339 0.0 0.0 0.0
C -3.6547 -3.2684 1.4241 0.1 0.1 0.0
C 5.5754 -2.5709 0.7380 -0.1 0.1 0.0
C -2.4753 4.4945 1.4203 0.1 -0.1 0.1
C -1.5420 -1.4970 2.8486 0.1 -0.1 0.3
C -0.9434 4.5258 1.4339 -0.2 0.1 -0.3
C 0.6516 -3.7676 -2.6765 0.0 0.0 0.0
C 1.1659 3.3996 -3.8122 0.0 -0.3 0.2
C 2.7027 -1.6533 1.4335 -0.1 -0.1 0.0
C -0.0187 -0.4303 -4.5688 0.0 0.0 0.0
C -1.3403 -4.4349 -1.5275 0.0 0.1 0.0
C -1.9713 -0.2780 4.6655 0.0 0.1 0.1
B 0.3367 0.1555 3.8741 -0.2 0.1 -0.3
B 4.0395 -1.9613 -3.3818 0.2 -0.1 -0.1
H 4.3846 -3.0104 -2.8763 0.0 -0.1 0.0
H -0.9634 6.6552 1.2473 0.0 0.0 -0.1
H -2.8718 4.7167 2.4138 0.0 0.0 0.0
H 3.4689 -2.1425 -4.4380 0.0 0.0 0.0
H 0.7799 4.7865 3.6343 0.0 0.0 0.0
H 2.9764 -1.5315 0.3945 0.1 0.1 0.0
H 4.1713 -2.3645 4.3092 0.0 0.0 0.0
H 4.9665 -1.1956 -3.5001 0.1 0.0 0.0
H 4.9816 0.6448 1.8630 0.0 0.0 0.0
H 0.5777 6.0337 1.8314 0.0 0.0 0.0
H 1.8982 -1.6227 4.9965 0.0 0.0 0.0
H 2.0759 -2.5444 1.5427 -0.1 0.0 0.0
H -5.1881 -2.5509 4.4185 0.0 -0.1 0.0
H 4.6502 -0.0470 0.2732 0.0 0.0 0.0
H -4.0651 -0.8599 4.8225 0.0 0.0 0.0
H -2.3096 -4.1946 -1.1081 0.0 0.0 0.1
H 1.4141 2.4403 4.8476 0.0 0.0 0.0
H 0.5789 0.2495 5.0501 0.0 0.0 0.1
H 0.9292 -0.7010 -4.1168 0.0 0.0 0.0
H 6.3135 0.0752 0.8358 0.0 0.0 0.0
H -3.3578 0.6256 -6.1763 0.0 0.0 0.0
H 5.5600 -3.5712 1.1741 0.0 0.0 0.0
H 0.9236 0.5404 -6.2292 0.0 0.0 0.0
H -2.8476 5.2397 0.7157 0.0 0.0 0.0
H -1.2196 1.2195 -7.2725 0.0 0.0 0.0
H -4.5978 2.8876 -2.0400 0.0 0.0 0.0
H 0.7571 -7.0663 -1.9174 0.0 0.0 0.0
H 0.9264 4.8471 -5.3716 0.0 0.0 0.0
H -1.7652 0.4071 5.4689 0.0 0.0 0.0
H 5.9426 -0.8763 3.7299 0.1 0.0 0.0
H -4.0740 -3.8870 4.0740 0.0 0.0 0.0
H -1.4669 -6.5040 -0.9833 0.0 0.0 0.0
H -3.6228 4.2834 -3.8522 0.0 0.0 0.0
H 2.1075 -5.2971 -3.0133 0.0 0.0 0.0
H -4.5685 -3.7201 1.0308 0.0 0.0 0.1
H -4.3844 -0.6200 1.3057 0.0 0.0 0.0
H -2.8302 3.5162 1.1152 -0.1 -0.1 0.0
H -2.7093 -1.6345 -1.7566 0.1 0.1 0.1
H -5.2878 -0.5719 2.8255 0.0 0.0 0.0
H 0.7172 4.2815 0.0594 0.0 0.0 0.0
H -0.8306 6.1166 2.9208 0.0 0.0 0.0
H -0.7282 5.0167 -0.6657 0.0 0.0 0.0
H 6.2772 -2.5848 3.3563 0.0 0.0 0.1
H 4.8752 -2.5512 -0.0979 0.0 0.0 0.0
H -5.5746 -3.7137 3.1508 0.0 0.0 0.0
H -3.0748 1.3916 -0.7180 -0.1 0.1 -0.2
H -3.1582 -2.7215 0.6320 0.0 0.0 -0.1
H -0.6899 3.2855 -0.3152 0.1 0.2 0.2
H -5.8067 -1.6618 1.5321 0.0 0.0 0.0
H 7.2046 -1.3032 2.5666 0.0 0.0 0.0
H -3.3505 -0.6442 -4.0596 0.0 0.0 0.0
H 1.2562 -3.0152 -3.1641 0.0 0.0 0.0
H -2.9799 -4.0523 1.7613 0.0 0.0 -0.1
H 6.5695 -2.3718 0.3361 0.0 0.0 0.0



Q: Which energy values were calculated for the entries above? A: -18194.8676; -11334.6941; -54033.9331; -86634.3567; -28751.3562; -14677.0586; -181073.3748, in eV.